1.
{"formula": "C12H31NO4P", "method": "ωB97M-V/def2-TZVPD", "charge": -1, "total_energy_ha": -1172.84271, "homo_lumo_gap_ev": 6.839, "symbols": ["C", "C", "C", "C", "N", "P", "C", "C", "O", "C", "C", "O", "H", "H", "H", "H", "H", "H", "H", "H", "H", "H", "H", "H", "H", "H", "H", "H", "H", "H", "H", "H", "H", "C", "O", "C", "C", "O", "C", "H", "H", "H", "H", "H", "H", "H", "H", "H", "H"], "xyz": [[1.0671, 1.7756, 2.6790], [1.3364, 1.3045, 1.2546], [0.2888, 0.3214, 0.7329], [-1.0055, 1.0382, 0.3203], [-2.2008, 0.2355, 0.1351], [-3.1651, -0.5010, 1.4605], [-4.3501, 0.9579, 1.6406], [-3.8934, 2.3685, 1.2914], [-2.1487, 0.1740, 2.7568], [-1.6264, -0.8134, 3.5852], [-1.7862, -2.1834, 2.8704], [-2.0501, -1.9043, 1.5367], [1.8173, 2.4992, 3.0078], [1.0729, 0.9362, 3.3748], [0.0846, 2.2416, 2.7607], [2.3387, 0.8692, 1.1952], [1.3530, 2.1760, 0.5871], [0.0674, -0.4460, 1.4727], [0.6899, -0.1812, -0.1554], [-1.2158, 1.8453, 1.0203], [-0.7884, 1.5315, -0.6430], [-1.9722, -0.5325, -0.4874], [-3.9582, -1.1970, 2.4749], [-3.9236, -1.1388, 0.4186], [-4.6364, 0.9485, 2.6962], [-5.2409, 0.6920, 1.0602], [-3.0649, 2.6679, 1.9368], [-4.6958, 3.1014, 1.4352], [-3.5545, 2.4357, 0.2567], [-0.5630, -0.6119, 3.7777], [-2.1191, -0.8289, 4.5703], [-2.5978, -2.7696, 3.3271], [-0.8650, -2.7727, 2.9565], [3.8204, 0.9827, -3.7376], [3.0556, 0.3095, -2.7629], [1.9197, -0.3595, -3.2882], [2.1556, -1.8465, -3.4237], [3.1720, -2.1470, -4.3713], [4.4236, -2.4311, -3.7821], [4.7379, 1.3162, -3.2542], [4.0739, 0.3302, -4.5785], [3.2875, 1.8607, -4.1213], [1.6452, 0.0667, -4.2592], [1.0870, -0.1998, -2.5976], [1.2323, -2.3230, -3.7637], [2.4118, -2.2658, -2.4455], [4.4070, -3.3990, -3.2675], [4.7187, -1.6591, -3.0669], [5.1575, -2.4748, -4.5861]]}


2.
{"formula": "C45H32F9N4O5PRuS", "method": "ωB97M-V/def2-TZVPD", "charge": -1, "multiplicity": 6, "total_energy_ha": -4062.46578, "relative_energy_ev": 2.383, "homo_lumo_gap_ev": [5.479, 6.439], "s2": 8.80, "symbols": ["Ru", "C", "C", "C", "C", "C", "C", "N", "N", "C", "C", "C", "C", "C", "C", "H", "H", "H", "H", "H", "H", "H", "H", "H", "C", "C", "C", "C", "N", "C", "C", "C", "C", "C", "C", "N", "H", "H", "H", "H", "H", "H", "H", "H", "O", "S", "O", "O", "O", "C", "C", "O", "H", "H", "H", "F", "C", "F", "F", "C", "C", "C", "C", "C", "C", "P", "C", "C", "C", "C", "C", "C", "C", "F", "F", "F", "C", "C", "C", "C", "C", "C", "C", "F", "F", "F", "H", "H", "H", "H", "H", "H", "H", "H", "H", "H", "H", "H"], "xyz": [[1.6841, 1.1151, -0.6452], [4.9722, -3.5075, 0.5344], [4.3306, -3.7921, -0.7067], [3.4169, -2.9525, -1.3154], [3.0679, -1.7577, -0.6361], [3.5731, -1.5289, 0.6614], [4.5131, -2.3687, 1.1944], [2.1648, -0.8804, -1.1694], [1.4669, -1.3302, -2.2218], [0.9024, -0.3068, -3.0011], [0.2506, -0.7176, -4.1735], [-0.3615, 0.1522, -4.9382], [-0.4950, 1.5223, -4.4400], [0.1130, 1.8967, -3.2654], [0.8843, 0.9915, -2.4462], [5.8219, -4.0638, 0.9321], [4.6376, -4.7536, -1.1614], [2.9093, -3.2841, -2.1730], [3.2489, -0.6894, 1.1933], [4.9507, -2.0998, 2.1192], [0.3701, -1.8491, -4.4363], [-1.0166, -0.0462, -5.7435], [-1.0766, 2.2870, -5.0219], [0.1185, 2.8877, -2.8017], [5.9909, 2.0328, 0.3710], [5.8366, 3.3128, 0.8640], [4.6268, 3.9122, 0.9665], [3.4738, 3.2548, 0.4043], [3.6633, 1.9943, -0.0526], [4.8347, 1.4152, -0.1238], [2.1043, 3.7358, 0.4628], [1.7481, 5.0388, 1.1521], [0.4678, 5.4375, 1.0437], [-0.5575, 4.7190, 0.3763], [-0.1969, 3.4696, -0.1225], [1.1092, 3.0335, -0.0986], [7.0101, 1.5830, 0.2492], [6.7518, 3.7117, 1.3455], [4.5128, 4.8703, 1.4223], [4.8370, 0.3897, -0.4144], [2.4091, 5.5310, 1.9346], [0.1735, 6.3163, 1.6005], [-1.5445, 5.1073, 0.3505], [-1.0013, 2.9026, -0.6174], [1.3450, 0.5059, 1.4342], [0.5189, 0.6955, 2.5998], [0.6071, 2.2285, 3.2706], [0.9788, -0.1039, 3.7299], [-0.8770, 0.6710, 2.2587], [1.2591, 3.6869, 4.9510], [1.7307, 2.8431, 3.8125], [2.8422, 2.7851, 3.3720], [1.8471, 4.5969, 5.1700], [1.2229, 3.0532, 5.7901], [0.2340, 4.0818, 4.8317], [-5.4815, -3.6323, 4.5241], [-4.4528, -2.8255, 4.7116], [-5.0229, -1.6013, 5.0440], [-3.9064, -3.2489, 5.8413], [-3.5322, -2.6868, 3.5641], [-4.1126, -2.8826, 2.3487], [-3.4049, -2.5611, 1.2281], [-2.0708, -2.1196, 1.3222], [-1.5432, -2.0848, 2.6305], [-2.2508, -2.3229, 3.7545], [-1.1361, -1.3861, -0.0655], [-1.3239, -2.7070, -1.3520], [-2.4252, -2.7763, -2.1724], [-2.5375, -3.7677, -3.1677], [-1.4547, -4.6220, -3.3650], [-0.3426, -4.5372, -2.5856], [-0.2919, -3.5977, -1.5177], [-1.4320, -5.5746, -4.5490], [-0.8339, -6.7436, -4.2148], [-0.7281, -4.9613, -5.5018], [-2.6551, -5.9047, -5.0113], [-2.3578, -0.0585, -0.3685], [-3.1043, 0.4873, 0.6619], [-3.9057, 1.5844, 0.4169], [-3.8578, 2.2257, -0.8321], [-3.1195, 1.5518, -1.8452], [-2.3759, 0.4466, -1.6333], [-4.6034, 3.5196, -1.1717], [-4.6894, 3.6423, -2.4956], [-5.8730, 3.6779, -0.7611], [-3.8953, 4.5282, -0.6174], [-5.1215, -3.2742, 2.2559], [-3.9492, -2.6349, 0.2445], [-0.4626, -1.8735, 2.8891], [-1.8940, -2.1884, 4.8276], [-3.3136, -2.2321, -2.0524], [-3.5289, -3.8966, -3.5846], [0.4996, -5.1695, -2.7505], [0.5822, -3.5796, -0.9253], [-3.0864, 0.0728, 1.6514], [-4.3707, 2.0546, 1.2226], [-3.2605, 1.9542, -2.8675], [-1.7784, -0.0303, -2.4032]]}


3.
{"formula": "C25H27N2O4Rb", "method": "ωB97M-V/def2-TZVPD", "total_energy_ha": -1403.48505, "relative_energy_ev": 0.000, "homo_lumo_gap_ev": 8.471, "symbols": ["Rb", "C", "C", "C", "C", "C", "C", "C", "H", "H", "H", "H", "H", "H", "H", "H", "O", "C", "C", "O", "O", "C", "C", "C", "C", "C", "C", "C", "C", "C", "C", "C", "C", "H", "H", "H", "H", "H", "H", "H", "H", "H", "H", "H", "C", "O", "H", "H", "H", "H", "N", "C", "C", "N", "C", "H", "H", "H", "H"], "xyz": [[1.5620, 1.5871, 0.4475], [2.0116, 0.3866, 4.1345], [3.0504, 1.0187, 3.2506], [3.7871, 0.2327, 2.3611], [4.6891, 0.8089, 1.4818], [4.8781, 2.1871, 1.4711], [4.1605, 2.9782, 2.3566], [3.2576, 2.3955, 3.2407], [1.5968, 1.1089, 4.8369], [2.4369, -0.4422, 4.7021], [1.2011, -0.0209, 3.5246], [3.6074, -0.8350, 2.3284], [5.2253, 0.1831, 0.7799], [5.5792, 2.6398, 0.7818], [4.2985, 4.0523, 2.3588], [2.6971, 3.0224, 3.9248], [-0.0819, -2.6236, -0.7436], [-1.0798, -1.7243, -0.2526], [-0.3860, -0.7442, 0.7420], [-0.9966, 0.3147, 0.9866], [0.7445, -1.0616, 1.1858], [-2.1466, -2.5397, 0.4688], [-2.1690, -2.6482, 1.8545], [-3.0941, -3.4718, 2.4794], [-4.0024, -4.2016, 1.7261], [-3.9849, -4.1031, 0.3424], [-3.0639, -3.2737, -0.2803], [-1.6618, -0.9031, -1.4023], [-2.8858, -0.2499, -1.2642], [-3.4047, 0.5025, -2.3043], [-2.7009, 0.6289, -3.4968], [-1.4733, 0.0032, -3.6321], [-0.9569, -0.7604, -2.5900], [-0.5280, -3.4314, -1.0185], [-1.4579, -2.0837, 2.4442], [-3.1050, -3.5449, 3.5593], [-4.7236, -4.8431, 2.2162], [-4.6942, -4.6652, -0.2518], [-3.0684, -3.1797, -1.3607], [-3.4308, -0.3346, -0.3334], [-4.3656, 0.9890, -2.1854], [-3.1077, 1.2107, -4.3150], [-0.9128, 0.0994, -4.5539], [-0.0011, -1.2554, -2.6936], [2.9233, -1.7649, -1.8814], [2.4501, -0.8655, -0.8997], [2.1037, -2.3315, -2.3316], [3.6486, -2.4720, -1.4670], [3.4167, -1.1816, -2.6591], [1.8812, -1.3441, -0.2654], [-0.9937, 4.7055, -2.6844], [-1.8145, 3.7986, -2.0562], [-1.0355, 3.1790, -1.1311], [0.2506, 3.6880, -1.1805], [0.2321, 4.5958, -2.1227], [-1.2647, 5.3237, -3.4276], [-2.8471, 3.6704, -2.3250], [-1.3224, 2.3929, -0.4470], [1.0722, 5.1975, -2.4294]]}


4.
{"formula": "C4H10O2", "method": "ωB97M-V/def2-TZVPD", "total_energy_ha": -308.69640, "relative_energy_ev": 5.490, "homo_lumo_gap_ev": [7.646, 7.645], "symbols": ["C", "O", "C", "C", "C", "O", "H", "H", "H", "H", "H", "H", "H", "H", "H", "H"], "xyz": [[1.3387, 1.0572, 0.0300], [1.2626, -0.3545, 0.1763], [0.1607, -0.6865, -0.6046], [-0.2704, -2.1338, -0.3750], [-0.9071, 0.2884, -0.1653], [-0.9589, 2.2347, -0.7265], [1.8621, 1.4748, 0.8968], [1.8798, 1.3121, -0.8986], [0.0007, 1.9758, -0.3744], [0.3725, -0.5388, -1.6803], [0.5400, -2.8072, -0.6693], [-1.1572, -2.3784, -0.9693], [-0.4904, -2.3030, 0.6840], [-1.8735, 0.2053, -0.6607], [-0.9643, 0.3892, 0.9155], [-1.3985, 2.7131, -0.0026]]}